Entry 1:
ORCA calculation (wB97M-V/def2-TZVPD) on C3H7ClOS in the gas phase at a distorted geometry.

Geometry as XYZ:
```
13
C3H7ClOS wB97M-V/def2-TZVPD
Cl -2.3810 -0.1009 -0.0700
H 1.4903 -1.4994 1.1182
S 0.5519 1.4581 0.0593
H 2.8340 0.3158 0.5347
H -0.8788 -0.9393 1.2930
C 0.3099 -0.2686 -0.3615
O 2.7511 -0.3964 -0.1476
H -0.7036 1.6876 0.4693
C 1.5512 -1.0608 0.1362
H 0.3881 -0.3187 -1.4417
H 1.5411 -1.9639 -0.4884
C -0.8659 -0.9597 0.2246
H -1.0054 -1.9904 -0.0589
```

The value obtained for the total energy is -28629.149 eV. The HOMO energy comes out at -9.35 eV. The spin multiplicity is 1. The calculation puts the relative energy (zero: lowest compared OMol25 entry of this formula, charge and spin) at 14.46 kcal per mole. The calculation puts the LUMO energy at 0.8 eV. Its SMILES is OC[C@H](S)CCl.

Results of the Mulliken charge analysis, in e, for atoms 1 through 4: Cl -0.21; H 0.34; S -0.22; H 0.36

=====

Entry 2:
ORCA calculation (wB97M-V/def2-TZVPD) on C3H7FN2O in the gas phase at a distorted geometry.

Geometry as XYZ:
```
14
C3H7FN2O wB97M-V/def2-TZVPD
H -0.2624 0.3066 2.7276
N 1.1468 0.3014 0.3794
H -0.1417 -1.5349 -1.4917
C -0.0477 0.0919 0.0388
C -1.3071 -0.0043 1.0188
F -1.9079 -0.2452 -1.3660
O -1.1400 0.1110 2.4476
H 2.4297 -0.1278 -1.3978
H -1.9864 0.8764 0.8552
H -1.7956 -0.8875 1.1080
H 2.9273 0.7226 -0.0024
N 2.1146 0.5309 -0.5502
H 0.3152 0.1777 -2.2981
C -0.3448 -0.3190 -1.4691
```

The value obtained for the total energy is -10965.561 eV. The HOMO energy comes out at -9.28 eV. The spin multiplicity is 1. The calculation puts the relative energy (zero: lowest compared OMol25 entry of this formula, charge and spin) at 83.14 kcal per mole. The calculation puts the LUMO energy at 0.7 eV. Its SMILES is N/N=C(/CO)CF.

Results of the Mulliken charge analysis, in e, for atoms 1 through 4: H 0.30; N -0.27; H 0.21; C 0.60